1.
The following is a DFT calculation (ωB97M-V with the def2-TZVPD basis set) of 11 unconnected molecules or ions with the total composition C20H65ClN5O14 at a distorted geometry.

CARTESIAN COORDINATES (ANGSTROEM)
Cl (24.604, 4.733, -2.823)
O (24.691, 3.837, -1.716)
O (24.765, 6.120, -2.532)
O (25.589, 4.456, -3.823)
O (23.271, 4.602, -3.393)
O (22.760, -0.775, -5.141)
H (22.275, -0.033, -4.779)
H (22.359, -1.544, -4.737)
O (27.057, 4.420, -9.958)
H (27.859, 4.478, -9.437)
H (26.606, 3.648, -9.618)
O (28.734, -0.115, -5.377)
H (27.932, 0.357, -5.155)
H (29.418, 0.556, -5.367)
O (30.905, 4.480, -6.993)
H (30.402, 4.384, -6.184)
H (31.654, 5.022, -6.746)
O (24.451, 8.815, -7.314)
H (23.584, 9.053, -6.985)
H (24.926, 8.512, -6.540)
C (29.054, 12.812, -3.844)
C (28.729, 13.043, -2.362)
C (27.266, 13.529, -2.132)
O (27.318, 14.894, -2.494)
C (26.110, 15.577, -2.184)
N (28.918, 11.708, -1.692)
H (28.487, 11.976, -4.254)
H (30.127, 12.880, -4.023)
H (28.699, 13.697, -4.372)
H (29.483, 13.705, -1.937)
H (27.123, 13.427, -1.056)
H (26.441, 13.048, -2.656)
H (25.911, 15.619, -1.113)
H (25.182, 15.267, -2.665)
H (26.223, 16.602, -2.538)
H (29.862, 11.532, -1.379)
H (28.529, 10.926, -2.199)
C (25.781, 8.890, 3.705)
C (24.349, 8.709, 4.275)
C (23.252, 9.519, 3.592)
O (23.524, 10.920, 3.742)
C (22.392, 11.730, 3.372)
N (24.142, 7.253, 4.226)
H (25.983, 9.960, 3.686)
H (25.909, 8.525, 2.686)
H (26.572, 8.459, 4.319)
H (24.401, 9.009, 5.321)
H (22.270, 9.229, 3.965)
H (23.224, 9.150, 2.566)
H (22.707, 12.400, 2.572)
H (22.127, 12.393, 4.196)
H (21.470, 11.243, 3.057)
H (25.065, 6.847, 4.283)
H (24.047, 7.009, 3.251)
C (30.368, 1.317, 4.303)
C (29.420, 0.119, 4.503)
C (29.788, -0.776, 5.766)
O (28.714, -1.781, 5.846)
C (28.885, -2.779, 6.906)
N (28.089, 0.691, 4.616)
H (31.342, 1.009, 3.922)
H (30.437, 1.777, 5.288)
H (29.938, 2.086, 3.662)
H (29.419, -0.563, 3.653)
H (29.897, -0.215, 6.694)
H (30.794, -1.152, 5.578)
H (29.074, -2.357, 7.893)
H (29.641, -3.525, 6.660)
H (27.889, -3.215, 6.971)
H (27.648, -0.196, 4.815)
H (27.731, 0.978, 3.717)
C (17.484, 0.403, 2.595)
C (17.977, 1.301, 1.446)
C (18.231, 2.776, 1.589)
O (17.272, 3.281, 2.564)
C (16.002, 3.489, 2.022)
N (18.976, 0.641, 0.730)
H (18.241, 0.360, 3.378)
H (17.462, -0.677, 2.448)
H (16.501, 0.738, 2.926)
H (17.086, 1.248, 0.820)
H (18.297, 3.327, 0.651)
H (19.208, 2.991, 2.021)
H (15.387, 2.613, 2.230)
H (15.838, 3.800, 0.990)
H (15.681, 4.330, 2.637)
H (19.716, 1.257, 0.425)
H (19.430, -0.051, 1.309)
C (17.555, 9.597, -9.029)
C (18.654, 9.443, -8.020)
C (18.495, 10.056, -6.607)
O (19.653, 10.105, -5.888)
C (19.417, 10.452, -4.488)
N (19.016, 8.065, -7.920)
H (17.745, 8.967, -9.897)
H (17.280, 10.505, -9.566)
H (16.608, 9.325, -8.562)
H (19.451, 10.054, -8.444)
H (17.720, 9.469, -6.114)
H (18.083, 11.038, -6.840)
H (18.804, 11.324, -4.261)
H (20.418, 10.719, -4.151)
H (19.179, 9.496, -4.020)
H (18.243, 7.416, -7.968)
H (19.272, 7.924, -6.953)

Computed properties:
* net charge: -1
* ΔE to the lowest compared entry with this formula, charge and spin: 106.5 kcal/mol
* E_LUMO: 2.097 eV
* strongest force on any atom: 0.065 hartree/bohr
* 2S+1: 1
* frontier orbital gap: 7.831 eV

Results of the Löwdin charge analysis, in e, for atoms 1 through 99:
1 Cl 0.58
2 O -0.38
3 O -0.40
4 O -0.40
5 O -0.41
6 O -0.05
7 H 0.03
8 H 0.02
9 O -0.05
10 H 0.02
11 H 0.03
12 O -0.06
13 H 0.03
14 H 0.02
15 O -0.06
16 H 0.03
17 H 0.03
18 O -0.06
19 H 0.02
20 H 0.03
21 C -0.08
22 C -0.38
23 C -0.20
24 O -0.20
25 C -0.12
26 N 0.01
27 H 0.08
28 H 0.07
29 H 0.06
30 H 0.14
31 H 0.11
32 H 0.13
33 H 0.08
34 H 0.08
35 H 0.08
36 H 0.06
37 H 0.06
38 C -0.07
39 C -0.42
40 C -0.20
41 O -0.17
42 C -0.10
43 N 0.02
44 H 0.07
45 H 0.08
46 H 0.07
47 H 0.13
48 H 0.12
49 H 0.13
50 H 0.08
51 H 0.08
52 H 0.08
53 H 0.05
54 H 0.07
55 C -0.07
56 C -0.44
57 C -0.15
58 O -0.22
59 C -0.08
60 N 0.03
61 H 0.07
62 H 0.07
63 H 0.07
64 H 0.13
65 H 0.12
66 H 0.11
67 H 0.08
68 H 0.08
69 H 0.08
70 H 0.05
71 H 0.08
72 C -0.05
73 C -0.50
74 C -0.16
75 O -0.19
76 C -0.14
77 N 0.04
78 H 0.08
79 H 0.08
80 H 0.07
81 H 0.12
82 H 0.13
83 H 0.12
84 H 0.07
85 H 0.09
86 H 0.09
87 H 0.08
88 H 0.07
89 C -0.08
90 C -0.46
91 C -0.28
92 O -0.17
93 C -0.06
94 N 0.05
95 H 0.08
96 H 0.07
97 H 0.07
98 H 0.13
99 H 0.12


2.
The following is a DFT calculation (ωB97M-V with the def2-TZVPD basis set) of 2 unconnected molecules or ions with the total composition C7H11N2OS at a distorted geometry.

CARTESIAN COORDINATES (ANGSTROEM)
C (-3.188, 1.494, 0.329)
C (-4.158, 0.556, 0.568)
C (-2.061, -0.299, -0.271)
C (1.497, -0.761, 0.844)
C (-0.962, -1.062, -0.739)
C (0.231, -0.472, -1.075)
C (3.678, -0.106, -0.005)
N (-2.031, 1.007, -0.134)
N (2.456, 0.110, 0.714)
O (0.428, 0.848, -1.124)
S (-3.599, -1.011, 0.186)
H (-3.295, 2.552, 0.485)
H (-5.149, 0.717, 0.945)
H (0.662, -0.526, 1.479)
H (1.695, -1.798, 0.617)
H (-1.071, -2.132, -0.792)
H (0.993, -1.042, -1.592)
H (3.818, -1.164, -0.219)
H (3.669, 0.457, -0.942)
H (4.517, 0.255, 0.593)
H (2.279, 1.076, 0.978)
H (-0.408, 1.303, -0.843)

Computed properties:
* net charge: +1
* ΔE to the lowest compared entry with this formula, charge and spin: 14.8 kcal/mol
* E_LUMO (alpha / beta): -4.804 / -4.805 eV
* strongest force on any atom: 0.032 hartree/bohr
* 2S+1: 1
* frontier orbital gap (alpha / beta): 6.965 / 6.965 eV

Calculated atomic charges, method Löwdin, unit e:
1 C -0.21
2 C -0.36
3 C -0.58
4 C 0.08
5 C -0.06
6 C -0.26
7 C -0.02
8 N 0.02
9 N -0.02
10 O 0.01
11 S 1.10
12 H 0.12
13 H 0.07
14 H 0.13
15 H 0.13
16 H 0.12
17 H 0.14
18 H 0.11
19 H 0.11
20 H 0.11
21 H 0.18
22 H 0.09